No. 1
The molecule C4H9N2OS. Source: OMol25; level of theory: ωB97M-V/def2-TZVPD.

Each line ends with the Löwdin spin population.
CARTESIAN COORDINATES (ANGSTROEM)
1 C 0.517 -0.343 -0.460  0.00
2 N -0.648 -0.858 -1.193  0.00
3 C -0.403 -1.605 -2.371  0.00
4 O 0.679 -1.960 -2.891  0.00
5 C -0.145 0.536 0.571  0.00
6 C 0.301 0.285 1.961  0.11
7 S -0.374 -1.012 2.985  0.83
8 N 0.117 1.918 0.113  0.00
9 H 1.130 -1.060 0.201  0.00
10 H 1.307 0.263 -1.050  0.00
11 H -1.563 -0.977 -0.695  0.00
12 H -1.342 -1.907 -3.007  0.00
13 H -1.291 0.347 0.576  0.00
14 H 0.171 1.229 2.680  0.03
15 H 1.383 0.103 1.943  0.02
16 H -0.691 2.515 0.160  0.00
17 H 0.852 2.527 0.478  0.00

Cartesian forces (eV/Å) of the 3 atoms listed first:
C 0.8 -0.7 1.5
N 1.5 -1.9 -2.4
C 0.1 -1.1 -1.7

The total energy comes out at -740.65385 Eh. Its total charge is 0. The spin multiplicity is 2. For the energy above the lowest of the compared OMol25 structures with the same formula, charge and spin, the calculation gives 46.4 kcal/mol.

***

No. 2
The molecule C4H9N2P. Source: OMol25; level of theory: ωB97M-V/def2-TZVPD.

Each line ends with the Löwdin charge.
CARTESIAN COORDINATES (ANGSTROEM)
1 C -1.339 1.084 -0.163  -0.18
2 P -0.059 -0.234 -0.038  0.65
3 C 1.450 0.672 0.495  -0.18
4 C 0.229 -0.816 -1.733  -0.19
5 N -0.457 -1.532 0.765  -0.19
6 C -0.519 -1.424 2.194  -0.44
7 N -0.581 -1.403 3.336  0.07
8 H -2.279 0.610 -0.456  0.05
9 H -1.469 1.544 0.818  0.05
10 H -1.063 1.848 -0.889  0.05
11 H 1.553 1.617 -0.030  0.05
12 H 1.370 0.856 1.568  0.05
13 H 2.322 0.043 0.308  0.05
14 H 0.457 0.002 -2.410  0.05
15 H 1.052 -1.526 -1.705  0.05
16 H -0.667 -1.340 -2.059  0.05

Cartesian forces (eV/Å) of the 3 atoms listed first:
C 0.2 -0.6 0.2
P 0.2 1.1 -0.8
C -0.5 -0.6 0.0

The total energy comes out at -608.67484 Eh. Its total charge is 0. For the energy above the lowest of the compared OMol25 structures with the same formula, charge and spin, the calculation gives 0.0 kcal/mol.

***

No. 3
The ion C4H9N2S with charge +1. Source: OMol25; level of theory: ωB97M-V/def2-TZVPD.

Each line ends with the Löwdin charge.
CARTESIAN COORDINATES (ANGSTROEM)
1 C -1.500 0.092 0.037  -0.05
2 C 0.002 0.068 -0.037  -0.47
3 N 0.570 0.944 1.091  0.22
4 C 0.516 0.641 -1.423  -0.16
5 N 1.192 -0.213 -2.130  -0.29
6 S 1.434 -1.687 -1.427  0.94
7 C 0.479 -1.456 0.139  -0.32
8 H -1.947 -0.179 1.063  0.13
9 H -1.916 -0.537 -0.681  0.08
10 H -2.028 1.094 -0.119  0.12
11 H 1.525 1.463 0.853  0.24
12 H 0.723 0.489 1.989  0.16
13 H -0.238 1.531 1.378  0.17
14 H 0.286 1.567 -1.760  0.09
15 H 1.218 -1.712 0.917  0.09
16 H -0.314 -2.104 0.110  0.04

Cartesian forces (eV/Å) of the 3 atoms listed first:
C -1.8 2.4 2.7
C 0.6 -1.0 -0.2
N 1.0 1.4 0.2

The total energy comes out at -665.19609 Eh. Its total charge is +1. For the energy above the lowest of the compared OMol25 structures with the same formula, charge and spin, the calculation gives 60.4 kcal/mol.

***

No. 4
The ion C4H9N2S with charge +1. Source: OMol25; level of theory: ωB97M-V/def2-TZVPD.

Each line ends with the Löwdin charge.
CARTESIAN COORDINATES (ANGSTROEM)
1 C -1.395 -0.290 0.364  0.04
2 N -0.102 0.435 0.023  -0.14
3 C 1.115 -0.312 0.603  -0.08
4 N 2.223 0.164 -0.120  0.01
5 C 1.979 0.635 -1.344  -0.78
6 S 2.826 1.329 -2.520  0.76
7 C 0.182 0.646 -1.402  -0.02
8 H -1.282 -1.383 0.055  0.14
9 H -1.522 -0.094 1.438  0.12
10 H -2.172 0.119 -0.233  0.09
11 H -0.261 1.402 0.443  0.22
12 H 0.814 -1.260 0.289  0.11
13 H 1.351 -0.421 1.624  0.15
14 H 3.085 0.163 0.392  0.16
15 H 0.048 1.650 -1.838  0.13
16 H -0.238 -0.105 -1.951  0.09

Cartesian forces (eV/Å) of the 3 atoms listed first:
C 1.4 -1.3 -0.1
N -1.3 2.4 2.0
C -0.5 0.2 -1.9

The total energy comes out at -665.19473 Eh. Its total charge is +1. For the energy above the lowest of the compared OMol25 structures with the same formula, charge and spin, the calculation gives 61.3 kcal/mol.

***

No. 5
A cluster of 2 separate species, C4H9N2S in total. Source: OMol25; level of theory: ωB97M-V/def2-TZVPD.

Each line ends with the Löwdin charge.
CARTESIAN COORDINATES (ANGSTROEM)
1 C -1.868 -0.202 0.120  -0.70
2 C 0.077 0.653 0.266  -0.50
3 C 0.969 1.455 1.106  -0.09
4 C 1.206 -0.019 -1.435  0.11
5 N -0.653 -0.617 0.598  0.05
6 N -2.941 -0.964 -0.048  0.15
7 S -1.499 1.315 -0.523  1.10
8 H 0.577 2.014 1.959  0.10
9 H 1.401 2.204 0.575  0.05
10 H 1.858 0.804 1.362  0.13
11 H 1.750 -0.838 -1.080  0.02
12 H 1.741 0.918 -1.766  0.07
13 H 0.354 -0.064 -2.067  0.00
14 H -0.582 -1.407 1.291  0.19
15 H -2.773 -1.907 0.424  0.17
16 H -3.905 -0.582 -0.149  0.16

Cartesian forces (eV/Å) of the 3 atoms listed first:
C 0.8 -1.3 -0.3
C 1.4 -2.2 -4.1
C 0.4 -2.2 2.4

The total energy comes out at -665.16287 Eh. Its total charge is +1. For the energy above the lowest of the compared OMol25 structures with the same formula, charge and spin, the calculation gives 81.2 kcal/mol.

***

No. 6
A cluster of 2 separate species, C4H9N2S2 in total. Source: OMol25; level of theory: ωB97M-V/def2-TZVPD.

Each line ends with the Löwdin charge.
CARTESIAN COORDINATES (ANGSTROEM)
1 C 1.406 1.200 1.147  -0.04
2 C 1.029 1.544 -0.104  0.03
3 C 0.688 -0.602 0.218  -0.64
4 C -0.035 -0.007 -1.912  -0.03
5 N 1.191 -0.098 1.332  0.10
6 N 0.610 0.362 -0.670  -0.10
7 S -2.603 0.053 0.546  0.51
8 S 0.244 -2.349 -0.023  0.88
9 H 1.796 1.649 2.051  0.15
10 H 1.067 2.433 -0.618  0.12
11 H -1.092 0.325 -1.938  0.09
12 H 0.333 0.653 -2.706  0.11
13 H 0.243 -1.050 -2.139  0.08
14 H 1.365 -0.798 2.030  0.17
15 H -3.341 -1.067 0.519  -0.19
16 H -3.765 0.520 1.116  -0.16
17 H 0.863 -2.767 1.150  -0.07

Cartesian forces (eV/Å) of the 3 atoms listed first:
C 1.0 2.0 2.0
C 0.2 -1.6 1.1
C -0.1 -2.2 0.0

The total energy comes out at -1063.43015 Eh. Its total charge is +1. For the energy above the lowest of the compared OMol25 structures with the same formula, charge and spin, the calculation gives 21.5 kcal/mol.

***

No. 7
The molecule C4H9N3. Source: OMol25; level of theory: ωB97M-V/def2-TZVPD.

Each line ends with the Löwdin charge.
CARTESIAN COORDINATES (ANGSTROEM)
1 C -1.942 -0.039 -0.111  -0.20
2 C 1.380 1.365 0.060  -0.05
3 N -1.197 -1.123 -0.498  0.08
4 N -1.080 1.078 -0.399  -0.03
5 C 0.123 -0.860 -0.340  -0.38
6 C 0.142 0.512 0.186  -0.40
7 N 1.000 -1.907 -0.024  0.08
8 H -1.565 -2.045 -0.673  0.16
9 H -1.385 1.910 0.092  0.11
10 H 1.970 -1.661 -0.172  0.07
11 H 0.888 -2.281 0.916  0.08
12 H -2.973 0.014 -0.430  0.09
13 H -0.448 0.291 1.328  0.17
14 H 1.282 2.286 0.634  0.07
15 H 1.548 1.636 -0.983  0.08
16 H 2.257 0.825 0.416  0.07

Cartesian forces (eV/Å) of the 3 atoms listed first:
C -0.5 0.0 -1.2
C -0.2 -0.1 0.4
N 1.0 0.7 1.2

The total energy comes out at -321.96649 Eh. Its total charge is 0. For the energy above the lowest of the compared OMol25 structures with the same formula, charge and spin, the calculation gives 77.7 kcal/mol.

***

No. 8
A cluster of 2 separate species, C4H9N3 in total. Source: OMol25; level of theory: ωB97M-V/def2-TZVPD.

Each line ends with the Löwdin charge.
CARTESIAN COORDINATES (ANGSTROEM)
1 C -1.254 1.154 -0.899  -0.04
2 C 1.122 -0.632 -1.450  -0.10
3 N -1.054 0.285 1.403  0.06
4 C -0.714 0.200 0.137  -0.46
5 C 0.360 -0.671 -0.158  -0.16
6 N 0.970 0.056 1.873  0.02
7 N 1.151 -0.649 2.794  0.01
8 H -1.535 1.103 1.763  0.06
9 H 0.770 -1.561 3.038  0.08
10 H 0.343 -1.625 0.356  0.09
11 H -0.566 1.995 -1.026  0.09
12 H -1.373 0.673 -1.870  0.07
13 H -2.213 1.561 -0.575  0.07
14 H 2.093 -1.119 -1.335  0.07
15 H 0.600 -1.160 -2.259  0.08
16 H 1.300 0.389 -1.791  0.07

Cartesian forces (eV/Å) of the 3 atoms listed first:
C 0.1 0.1 0.0
C 0.1 0.1 0.1
N 0.2 -0.2 -0.8

The total energy comes out at -321.90224 Eh. Its total charge is 0. For the energy above the lowest of the compared OMol25 structures with the same formula, charge and spin, the calculation gives 118.0 kcal/mol.

***

No. 9
The molecule C4H9N3. Source: OMol25; level of theory: ωB97M-V/def2-TZVPD.

Each line ends with the Löwdin charge.
CARTESIAN COORDINATES (ANGSTROEM)
1 H 0.893 0.891 -2.609  0.05
2 N 0.521 1.570 -1.946  0.16
3 C 0.363 1.093 -0.791  -0.38
4 C -0.201 1.971 0.284  -0.06
5 C 0.595 -0.353 -0.472  -0.41
6 N 0.984 -1.089 -1.427  0.15
7 H 1.091 -2.072 -1.197  0.06
8 N 0.321 -0.787 0.821  -0.04
9 C -0.741 -1.754 1.016  -0.09
10 H -0.410 2.948 -0.145  0.08
11 H 0.511 2.092 1.100  0.08
12 H -1.128 1.555 0.678  0.08
13 H 0.252 -0.031 1.490  0.10
14 H -1.732 -1.281 0.987  0.08
15 H -0.616 -2.245 1.981  0.08
16 H -0.701 -2.507 0.231  0.08

Cartesian forces (eV/Å) of the 3 atoms listed first:
H 0.0 -0.3 0.2
N 0.1 0.5 -0.2
C -0.2 0.4 -0.1

The total energy comes out at -322.05431 Eh. Its total charge is 0. For the energy above the lowest of the compared OMol25 structures with the same formula, charge and spin, the calculation gives 22.6 kcal/mol.

***

No. 10
A structure of composition C4H9N3. Source: OMol25; level of theory: ωB97M-V/def2-TZVPD.

Each line ends with the Löwdin charge.
CARTESIAN COORDINATES (ANGSTROEM)
1 C -0.606 1.851 -1.363  -0.07
2 C -0.601 0.535 -0.948  -0.38
3 C 0.310 -1.445 2.306  -0.19
4 C 0.613 -0.404 1.366  -0.11
5 N -0.093 1.509 -2.647  -0.09
6 N 0.149 0.240 -2.197  -0.03
7 N -0.985 -0.184 0.149  0.08
8 H -0.799 2.882 -1.058  0.09
9 H -0.758 -1.421 2.770  0.11
10 H 0.234 -2.463 1.904  0.08
11 H 0.978 -1.374 3.102  0.05
12 H 0.896 0.668 1.668  0.11
13 H 1.363 -0.769 0.606  0.09
14 H 0.665 2.029 -3.082  0.12
15 H -0.170 -0.509 -2.799  0.11
16 H -1.197 -1.144 0.223  0.04

Cartesian forces (eV/Å) of the 3 atoms listed first:
C -0.3 0.2 -0.1
C 0.6 0.5 -1.3
C -4.1 -1.5 1.1

The total energy comes out at -321.88130 Eh. Its total charge is 0. For the energy above the lowest of the compared OMol25 structures with the same formula, charge and spin, the calculation gives 131.2 kcal/mol.

***

No. 11
The molecule C4H9N3. Source: OMol25; level of theory: ωB97M-V/def2-TZVPD.

Each line ends with the Löwdin charge.
CARTESIAN COORDINATES (ANGSTROEM)
1 C -0.646 0.321 -1.477  -0.03
2 C 0.352 -0.062 -0.299  -0.52
3 N 1.007 -1.265 -1.004  0.03
4 C 1.333 0.971 -0.209  -0.23
5 N 2.043 1.851 -0.214  0.18
6 C -0.217 -0.359 1.124  -0.28
7 N -0.800 0.629 1.966  -0.02
8 H -1.485 -0.425 -1.398  0.09
9 H -1.089 1.305 -1.608  0.08
10 H -0.040 0.113 -2.348  0.07
11 H 1.439 -1.874 -0.214  0.11
12 H 0.153 -1.824 -1.296  0.09
13 H -0.890 -1.223 1.095  0.12
14 H 0.556 -0.707 1.875  0.13
15 H -0.102 1.460 2.327  0.16
16 H -1.615 1.088 1.679  0.03

Cartesian forces (eV/Å) of the 3 atoms listed first:
C -0.7 -1.0 1.0
C -0.8 -1.1 -1.5
N -1.0 -1.5 3.0

The total energy comes out at -322.02192 Eh. Its total charge is 0. For the energy above the lowest of the compared OMol25 structures with the same formula, charge and spin, the calculation gives 42.9 kcal/mol.

***

No. 12
A cluster of 2 separate species, C4H9N3 in total. Source: OMol25; level of theory: ωB97M-V/def2-TZVPD.

Each line ends with the Löwdin charge.
CARTESIAN COORDINATES (ANGSTROEM)
1 N 3.096 1.597 -0.661  0.11
2 C 2.132 1.491 -0.035  -0.39
3 N 1.066 1.200 0.663  0.04
4 C -0.152 1.524 0.320  -0.26
5 N -1.099 1.656 1.256  0.14
6 H -0.435 1.865 -0.686  0.15
7 H -2.036 1.935 1.020  0.11
8 H -0.906 1.301 2.175  0.12
9 C -0.454 -1.481 0.209  -0.19
10 C 0.018 -1.666 -1.225  -0.17
11 H 0.321 -0.827 0.752  0.06
12 H -0.544 -2.445 0.724  0.06
13 H -1.440 -1.015 0.243  0.05
14 H -0.741 -2.164 -1.824  0.06
15 H 0.922 -2.267 -1.257  0.07
16 H 0.253 -0.705 -1.674  0.05

Cartesian forces (eV/Å) of the 3 atoms listed first:
N 0.3 0.4 0.0
C 0.1 -0.8 -1.3
N -2.0 0.6 1.0

The total energy comes out at -322.04374 Eh. Its total charge is 0. For the energy above the lowest of the compared OMol25 structures with the same formula, charge and spin, the calculation gives 29.3 kcal/mol.

***

Number 1: strongest force on any atom 3.7 eV Å⁻¹. Number 2: strongest force on any atom 5.1 eV Å⁻¹. Number 3: strongest force on any atom 5.7 eV Å⁻¹. Number 4: strongest force on any atom 5.4 eV Å⁻¹. Number 5: strongest force on any atom 5.5 eV Å⁻¹. Number 6: strongest force on any atom 3.3 eV Å⁻¹. Number 7: strongest force on any atom 2.1 eV Å⁻¹. Number 8: strongest force on any atom 2.2 eV Å⁻¹. Number 9: strongest force on any atom 0.7 eV Å⁻¹. Number 10: strongest force on any atom 5.0 eV Å⁻¹. Number 11: strongest force on any atom 4.7 eV Å⁻¹. Number 12: strongest force on any atom 2.3 eV Å⁻¹.